C39H42BIN8O4PZn | ωB97M-V/def2-TZVPD

Properties
- Energy relative to the best compared isomer or geometry (same formula, charge and spin): 0.000 eV
- E_LUMO: -2.196 eV
- Total charge: +1
- Kohn-Sham gap: 8.69 eV
- Multiplicity: 1

Cartesian coordinates (Å):
Zn1 -0.17 0.11 -0.63
C1 -4.85 -0.07 1.88
C2 -3.37 -0.35 1.85
C3 -2.63 -1.04 2.80
C4 -1.35 -1.13 2.16
N1 -1.37 -0.49 0.96
N2 -2.61 -0.04 0.80
B1 -2.97 0.26 -0.61
N3 -2.36 1.66 -1.02
N4 -1.01 1.82 -0.98
C5 -0.71 3.02 -1.40
C6 -1.86 3.70 -1.65
C7 -2.89 2.85 -1.45
C8 -4.32 3.09 -1.79
C9 0.70 3.35 -1.80
C10 1.66 2.49 -2.26
C11 3.02 2.83 -2.43
C12 3.46 4.07 -2.01
C13 2.40 4.94 -1.52
C14 1.09 4.59 -1.44
N5 -2.48 -0.93 -1.56
N6 -1.18 -1.05 -1.91
C15 -0.98 -2.25 -2.41
C16 -2.18 -2.99 -2.23
C17 -3.10 -2.10 -1.70
C18 -4.54 -2.39 -1.31
C19 0.19 -2.65 -3.16
C20 0.66 -3.98 -3.01
C21 1.75 -4.41 -3.72
C22 2.49 -3.51 -4.55
C23 2.10 -2.17 -4.68
C24 0.92 -1.77 -3.89
C25 -0.13 -1.76 2.61
C26 -0.03 -3.12 2.39
C27 1.04 -3.92 2.77
C28 1.99 -3.28 3.60
C29 1.98 -1.92 3.81
C30 0.92 -1.15 3.27
H1 -5.23 -0.09 2.88
H2 -5.07 0.90 1.41
H3 -5.26 -0.87 1.24
H4 -2.93 -1.33 3.79
H5 -4.05 0.34 -0.73
H6 -2.01 4.66 -2.10
H7 -4.48 4.09 -2.26
H8 -4.48 2.53 -2.70
H9 -5.17 2.84 -1.13
H10 1.36 1.42 -2.49
H11 3.73 2.13 -2.76
H12 4.51 4.29 -1.85
H13 2.76 5.89 -1.22
H14 0.45 5.29 -0.95
H15 -2.32 -4.00 -2.55
H16 -5.04 -2.63 -2.25
H17 -4.56 -3.09 -0.52
H18 -5.09 -1.49 -0.97
H19 0.14 -4.72 -2.44
H20 1.91 -5.44 -3.63
H21 3.45 -3.87 -5.00
H22 2.69 -1.44 -5.27
H23 0.60 -0.73 -4.00
H24 -0.82 -3.54 1.84
H25 1.05 -4.98 2.48
H26 2.79 -3.83 4.01
H27 2.68 -1.41 4.49
H28 0.81 -0.05 3.36
I1 -4.34 1.82 5.34
C31 -2.57 2.27 4.31
C32 -1.41 1.97 5.02
C33 -0.21 1.94 4.35
C34 -0.08 2.27 3.01
C35 -1.28 2.58 2.33
C36 -2.49 2.57 2.99
C37 1.28 2.17 2.35
O1 1.16 2.30 1.01
O2 2.31 2.02 2.97
H29 -1.39 1.70 6.09
H30 0.65 1.54 4.87
H31 -1.27 2.90 1.31
H32 -3.39 2.85 2.43
N7 3.79 -2.96 -1.47
C38 3.43 -2.34 -0.13
P1 3.17 -0.56 -0.51
O3 3.98 -0.38 -1.75
O4 1.68 -0.47 -0.56
C39 3.88 0.39 0.83
N8 3.90 1.85 0.57
H33 4.32 -3.79 -1.49
H34 4.30 -2.20 -1.94
H35 2.94 -3.12 -1.99
H36 4.36 -2.41 0.39
H37 2.69 -2.94 0.44
H38 4.91 -0.05 1.11
H39 3.22 0.26 1.76
H40 4.48 2.11 -0.18
H41 4.21 2.22 1.46
H42 2.07 2.29 0.64